Entry one
C3H5NO in the gas phase. Source: the OMol25 dataset; level of theory: ωB97M-V/def2-TZVPD.

Geometry (Å):
C: -1.439 -0.521 -0.089
C: -0.079 -0.892 0.176
N: 1.044 -0.005 0.018
C: 0.798 1.206 0.053
O: 2.180 -0.544 -0.095
H: -2.312 -1.199 -0.088
H: -1.919 0.376 -0.462
H: 0.270 -1.891 0.503
H: 1.660 1.865 -0.113
H: -0.204 1.604 0.098

Properties
**Gap between HOMO and LUMO**: 8.993 eV
**SMILES**: C=C[N+](=C)[O-]
**M**: 71.1 g/mol

Mulliken population analysis, charges in e, atoms 1 to 5: -0.8257 0.1783 0.4567 -0.4039 -0.6581

Entry two
C3H5NO in the gas phase. Source: the OMol25 dataset; level of theory: ωB97M-V/def2-TZVPD.

Geometry (Å):
O: 0.772 2.252 0.138
C: 0.194 1.246 -0.114
C: -0.844 0.047 0.743
N: 0.085 -0.919 0.272
C: 0.524 -0.332 -0.944
H: -1.047 -0.077 1.823
H: -1.789 0.006 0.186
H: 0.858 -1.020 0.920
H: 1.475 -0.780 -1.288
H: -0.230 -0.423 -1.736

Properties
**Gap between HOMO and LUMO**: 10.238 eV
**SMILES**: O=C1CNC1
**M**: 71.1 g/mol

Mulliken population analysis, charges in e, atoms 1 to 5: -0.4402 0.4432 -0.4678 -0.3630 -0.4734

Energies, relative to the best one, in eV: entry one 1.528; entry two 0.000.

Entry one
C3H5OP in the gas phase. Source: the OMol25 dataset; level of theory: ωB97M-V/def2-TZVPD.

Geometry (Å):
C: 1.652 0.044 0.078
C: 0.209 -0.561 0.148
C: -0.831 0.216 -0.181
P: -2.631 -0.413 0.203
O: -3.597 0.490 -0.329
H: 1.518 1.181 -0.093
H: 2.203 -0.235 1.031
H: 2.086 -0.383 -0.834
H: 0.188 -1.676 0.374
H: -0.798 1.336 -0.397

Properties
**Gap between HOMO and LUMO**: 8.563 eV
**SMILES**: C/C=C/P=O
**M**: 88.0 g/mol

Mulliken population analysis, charges in e, atoms 1 to 5: -0.9155 0.1021 -0.3827 0.2547 -0.3952

Entry two
C3H5OP in the gas phase. Source: the OMol25 dataset; level of theory: ωB97M-V/def2-TZVPD.

Geometry (Å):
H: -3.453 0.432 -0.470
P: -2.239 0.536 -1.077
C: -1.149 -0.146 -0.017
C: 0.432 0.041 -0.557
C: 1.567 -0.128 0.440
O: 0.583 0.527 -1.620
H: -1.422 -0.680 0.989
H: 2.243 -0.901 0.048
H: 1.319 -0.446 1.444
H: 2.118 0.764 0.820

Properties
**Gap between HOMO and LUMO**: 9.450 eV
**SMILES**: [H]/P=C/C(C)=O
**M**: 88.0 g/mol

Mulliken population analysis, charges in e, atoms 1 to 5: 0.0121 -0.0872 -0.2562 0.6502 -1.0018

Energies, relative to the best one, in eV: entry one 0.000; entry two 0.989.

Entry one
2 unconnected molecules or ions with the total composition C4H10O. Source: the OMol25 dataset; level of theory: ωB97M-V/def2-TZVPD.

Geometry (Å):
C: -2.315 0.086 -0.217
C: -0.943 0.640 0.159
C: 0.048 -0.464 0.512
C: 2.823 0.508 -0.165
O: 3.169 -0.682 -0.603
H: -2.254 -0.551 -1.108
H: -2.719 -0.525 0.599
H: -3.033 0.886 -0.424
H: -0.545 1.240 -0.671
H: -1.041 1.324 1.011
H: 0.275 -1.089 -0.360
H: -0.354 -1.118 1.294
H: 2.189 0.891 -1.003
H: 0.987 -0.046 0.894
H: 3.715 -1.100 0.082

Properties
**Gap between HOMO and LUMO**: 9.649 eV
**M**: 74.1 g/mol

Mulliken population analysis, charges in e, atoms 1 to 5: -1.1576 -0.0921 -1.1017 -0.2417 -0.3129

Entry two
2 unconnected molecules or ions with the total composition C4H10O. Source: the OMol25 dataset; level of theory: ωB97M-V/def2-TZVPD.

Geometry (Å):
C: -1.300 1.892 -0.573
C: -1.368 0.620 -1.014
C: -0.572 -0.692 -0.303
C: -0.556 -0.440 1.250
H: -1.612 2.899 -1.165
H: -1.019 1.979 0.484
H: -1.923 0.264 -1.837
H: -1.260 -1.511 -0.514
H: 0.362 -0.861 -0.719
H: -1.532 -0.581 1.530
H: 0.010 -1.286 1.837
H: -0.334 0.593 1.508
O: 3.406 -0.777 -0.197
H: 4.033 -0.618 0.517
H: 3.666 -1.482 -0.805

Properties
**Gap between HOMO and LUMO**: 10.140 eV
**SMILES**: C=CCC.O
**M**: 74.1 g/mol

Mulliken population analysis, charges in e, atoms 1 to 5: -0.5361 -0.1680 -0.4123 -1.1038 0.2135

Entry three
2 unconnected molecules or ions with the total composition C4H10O. Source: the OMol25 dataset; level of theory: ωB97M-V/def2-TZVPD.

Geometry (Å):
C: -1.251 -2.556 0.045
O: -1.156 -2.335 -1.124
H: -2.136 -2.391 0.687
H: -0.489 -3.058 0.678
C: 1.374 0.095 0.184
C: 0.572 1.389 0.461
C: -0.558 1.571 -0.549
H: 1.520 -0.022 -0.890
H: 2.414 0.088 0.535
H: 0.943 -0.812 0.602
H: 0.146 1.236 1.448
H: 1.327 2.173 0.470
H: -1.485 2.062 -0.246
H: -0.907 0.553 -0.778
H: -0.314 2.006 -1.522

Properties
**Gap between HOMO and LUMO**: 11.025 eV
**SMILES**: C=O.CCC
**M**: 74.1 g/mol

Mulliken population analysis, charges in e, atoms 1 to 5: -0.1085 -0.3791 0.2334 0.2452 -1.0237

Energies, relative to the best one, in eV: entry one 1.800; entry two 0.918; entry three 0.000.